The following is a quantum chemistry calculation of a structure of composition C6H12ClN, from OMol25.

Structure (XYZ):
```
20
Properties=species:S:1:pos:R:3:forces:R:3
C -0.1921 0.5700 -0.7983 -1.930 3.313 -5.895
H 1.5968 0.0915 1.4557 -2.743 -3.503 -0.646
H -0.2751 -0.9323 2.3561 3.138 -0.038 -3.867
H 1.2210 -1.7234 -1.5185 -2.535 0.084 -2.188
C 0.5467 -1.2080 -2.3963 2.493 -0.643 0.705
H 1.2715 -1.2587 -3.2695 -1.316 -0.589 0.553
H -2.1525 0.0092 1.7398 0.606 -0.122 -0.664
H 0.6814 -2.0229 0.3675 -0.140 4.186 2.741
H -1.8722 1.5124 0.7768 -0.982 0.881 0.082
H -1.4671 1.3402 3.2572 4.530 0.362 -2.356
Cl 2.4899 0.5200 -1.4836 -0.475 -0.022 -0.327
H 0.5045 0.8248 -2.8104 0.269 1.131 -0.262
H 0.3435 0.6997 2.7532 -3.724 1.968 -0.900
C -0.2933 0.2801 0.4206 -1.687 -3.899 3.993
C -1.4172 0.7240 1.3256 2.790 0.728 0.092
N -0.5356 1.3533 2.3988 -3.383 -0.731 4.473
C 0.5044 -0.7026 1.1659 2.028 -1.968 2.090
C 0.7679 0.2523 -1.9509 -1.782 -0.930 1.375
H -0.5793 -1.5076 -2.6680 2.802 0.557 0.995
H -1.1432 1.1780 -1.1217 2.042 -0.766 0.007
```
Positions in Å, forces in eV/Å.

Properties
- HOMO (eV) = -9.386
- ΔE to the lowest compared entry with this formula, charge and spin (kcal/mol) = 194.0
- LUMO (eV) = 0.44


The following is a quantum chemistry calculation of a structure of composition C6H12ClN2O2S, from OMol25.

Structure (XYZ):
```
24
Properties=species:S:1:pos:R:3:forces:R:3
H -2.6799 -0.3639 0.6659 0.644 0.720 0.167
H -1.8173 1.8916 -1.2997 -0.134 1.610 0.011
O 2.7844 -0.2115 -0.7780 1.716 1.345 -3.322
C 1.9019 -3.5132 0.5566 1.006 1.150 1.736
H -2.1434 0.2129 -1.5975 -0.097 1.191 1.100
H 1.4928 0.7223 2.0871 0.017 0.860 5.158
H -1.3605 0.8482 2.4261 0.701 -0.343 0.733
H 1.3050 -2.3597 -1.0842 -0.049 0.880 0.665
Cl 3.7220 -3.2220 0.1800 -0.987 -1.114 0.493
N -0.3931 0.5203 -0.6299 0.127 1.446 1.069
H 0.9758 0.8974 -1.9414 0.645 0.891 0.178
C -1.2601 1.2388 1.4384 -0.431 0.406 -1.065
H -3.4145 1.2131 0.7160 0.449 0.342 -0.073
O 0.3938 0.1795 -1.7063 -1.591 -1.049 0.717
C -0.0407 0.7558 0.6036 4.213 -0.211 4.087
N 1.3123 0.6025 1.1878 -4.515 -2.181 -8.593
C -1.8015 0.9670 -0.7991 -1.054 -4.232 -2.808
H 1.7016 -3.7099 1.6413 0.806 0.597 -0.731
H 0.3451 -1.8993 0.3969 -0.180 -0.502 -0.014
H 1.6090 -4.4246 0.0996 -0.224 -0.444 -1.048
H -1.2575 2.3718 1.5225 0.098 -1.288 -0.320
C -2.4483 0.7228 0.5660 0.661 0.383 -0.643
S 2.4847 -0.8304 0.4390 -1.471 -0.079 3.071
C 1.3176 -2.2122 0.0191 -0.352 -0.379 -0.567
```
Positions in Å, forces in eV/Å.

Properties
- net charge = +1
- HOMO (eV) = -13.280
- ΔE to the lowest compared entry with this formula, charge and spin (kcal/mol) = 2.4
- LUMO (eV) = -3.79


The following is a quantum chemistry calculation of the molecule C6H12ClO2P, from OMol25.

Structure (XYZ):
```
22
Properties=species:S:1:pos:R:3:forces:R:3
H -1.7563 1.0076 -1.8715 -0.061 0.140 -0.081
O 1.1788 2.1344 -0.4916 0.444 -0.327 -3.160
H 0.4074 2.3480 1.2977 0.211 -0.115 -0.061
H -0.2169 -2.1685 0.3446 0.055 -0.208 0.109
P 1.5723 1.4290 -1.9650 0.641 0.859 2.542
H -1.3704 -0.5579 -2.6141 -0.026 -0.033 -0.162
Cl 3.4348 0.5830 -1.5313 -0.313 -0.234 -0.170
H -0.2658 -2.2487 -1.4292 0.035 -0.147 -0.020
H 1.5131 0.4380 2.3632 -0.045 -0.035 0.005
O 1.7922 2.5274 -2.8971 -0.286 0.480 -1.046
C 1.8518 0.7615 1.3811 0.010 0.359 -0.175
C -0.6611 -0.3294 -0.6110 0.065 -0.044 -0.465
H 1.1080 -1.5170 -0.5976 0.248 -0.141 -0.014
H -2.6177 -0.4425 -1.3741 -0.230 0.008 -0.170
C -0.5698 0.6095 0.5069 0.922 1.130 0.417
H 2.7033 1.4258 1.5077 0.154 -0.003 0.069
C 0.7446 1.5189 0.6594 -1.495 -1.483 1.866
C 0.0239 -1.6377 -0.5788 0.023 0.074 0.074
H -1.4085 1.3055 0.4592 -0.092 -0.035 0.107
H 2.1836 -0.0947 0.8047 0.007 -0.199 0.062
H -0.5948 0.0750 1.4580 -0.243 -0.022 0.198
C -1.6394 -0.0580 -1.6867 -0.023 -0.024 0.075
```
Positions in Å, forces in eV/Å.

Properties
- HOMO (spin up / spin down) (eV) = -7.234 / -10.880
- 2S+1 = 3
- LUMO (spin up / spin down) (eV) = 0.78 / -2.76


The following is a quantum chemistry calculation of a structure of composition C6H12F3I2O3PS, from OMol25.

Structure (XYZ):
```
28
Properties=species:S:1:pos:R:3:forces:R:3
H -1.3903 -0.5437 0.3839 2.204 -1.083 -0.295
C -0.9665 2.6907 -2.5778 -0.384 0.107 0.589
I -0.6060 1.0770 4.3390 0.449 3.581 3.113
H 1.1979 -1.1484 1.9617 -1.935 -0.808 -0.498
F 0.5762 -4.0549 1.0629 -1.623 2.311 3.558
C -0.1010 0.0760 -2.4573 -0.493 1.867 -0.857
O -0.8538 -0.9470 2.7339 1.787 -4.973 -4.724
O -0.9583 3.6896 -1.4590 1.542 -1.716 -1.018
S 0.7905 -0.7811 -1.0116 -1.548 -1.419 -0.268
H -1.3519 1.2762 -0.8168 0.343 -0.355 -2.204
C 0.1167 -1.5586 1.7723 -1.195 0.307 1.500
I 4.3418 -0.4999 -0.1552 -1.170 0.188 0.333
P 2.1546 0.7198 -0.2858 0.341 2.854 1.656
O 1.6920 1.3247 1.2915 2.487 -2.909 -1.865
F 1.2531 -3.2649 3.2297 -3.587 -0.304 -3.350
C -0.4805 -1.2781 0.2711 -1.971 -1.745 1.040
H -0.0909 3.6129 -0.9496 -1.664 0.032 -1.082
C -1.2378 1.1545 -1.9751 -0.725 0.712 -0.736
H -0.9495 -2.3106 -0.1021 1.165 2.264 0.446
H -0.5817 -0.0075 2.9531 0.414 -0.107 -0.941
F -1.1283 -3.5043 2.8072 4.685 0.033 -2.488
C 0.1716 -3.1715 2.1804 0.416 0.784 1.598
H -2.2920 0.8429 -2.4208 2.285 0.353 1.150
H -0.5421 -0.6827 -3.2424 1.109 1.047 2.058
H 0.7463 0.6809 -3.0247 -1.495 -1.417 1.331
H 2.3504 0.8744 1.9279 -1.666 1.060 -0.606
H -1.9040 2.9962 -3.2456 2.314 -0.600 1.437
H 0.0434 2.7371 -3.1906 -2.085 -0.066 1.124
```
Positions in Å, forces in eV/Å.

Properties
- HOMO (eV) = -6.619
- LUMO (eV) = -2.47


The following is a quantum chemistry calculation of the molecule C6H12FN, from OMol25.

Structure (XYZ):
```
20
Properties=species:S:1:pos:R:3:forces:R:3
C 1.1888 -1.0774 -1.4391 -0.177 1.118 0.150
C -0.1225 0.5439 -0.1437 1.597 -0.399 0.104
H -0.8075 0.6393 3.2942 -0.406 -0.358 -0.380
H -1.0154 -1.4356 0.1607 -0.060 -0.069 0.151
H -0.4123 -0.8321 -2.6083 -0.325 0.561 -0.766
H -1.8762 -0.3565 -0.9346 -1.184 -0.091 -0.243
H 2.0916 0.7701 -0.4967 0.108 0.114 -0.216
H -1.3949 1.7862 2.1380 -0.192 -0.342 -0.261
C 1.2067 0.4120 -1.0208 -1.312 -0.340 0.224
H 0.9548 1.1621 1.6768 0.713 0.766 0.132
H -0.6813 1.4715 -0.3952 0.637 -0.413 0.165
C 0.1952 0.4821 1.3796 -1.899 -1.070 -0.167
H 0.5135 -0.5263 1.7129 0.221 0.303 -0.678
H 1.5548 -1.6319 -0.5710 -0.322 -0.469 -0.129
N -0.2194 -1.2806 -1.7475 0.594 -1.530 1.057
C -1.0805 0.7354 2.2282 -0.468 -0.232 -0.208
H 1.7634 -1.3278 -2.3245 0.434 0.221 0.091
C -0.9196 -0.6962 -0.6313 0.216 0.641 0.109
F 1.0202 1.1320 -2.2114 0.245 0.352 0.209
H -1.9593 0.0299 1.9337 1.580 1.239 0.657
```
Positions in Å, forces in eV/Å.

Properties
- HOMO (eV) = -9.017
- ΔE to the lowest compared entry with this formula, charge and spin (kcal/mol) = 8.3
- LUMO (eV) = 1.11
- SMILES = CC[C@@H]1CNC[C@H]1F


The following is a quantum chemistry calculation of a cluster of 2 separate species, C6H12FN in total, from OMol25.

Structure (XYZ):
```
20
Properties=species:S:1:pos:R:3:forces:R:3
H -1.5299 -1.7243 -1.8856 0.322 0.311 2.092
H -0.9109 1.7242 -1.3391 1.624 1.594 0.246
H -1.8003 0.6097 -2.2601 0.075 -0.280 -1.145
H 0.9568 -0.0744 -0.6279 -2.865 -0.324 -0.923
H -1.2694 -2.3814 -0.1304 -0.139 0.364 0.073
H 3.7608 -0.0680 0.2577 -1.959 -1.110 -1.831
H -0.2068 0.3957 1.5432 -0.002 0.343 -0.501
N 1.7235 0.3781 -0.2695 2.440 -4.571 0.314
C 1.7390 1.5966 -0.0759 -0.201 5.006 1.113
H -2.5992 1.4810 -1.1225 -1.985 1.184 0.950
H 2.9635 -0.7590 -1.3823 0.598 -0.217 0.929
C -1.4003 -1.5025 -0.7559 -0.380 -5.866 -4.167
C -1.2061 0.2274 1.1122 1.040 -2.301 -1.226
C -1.3554 -0.1798 -0.3344 0.422 7.569 1.803
C 2.8267 -0.5720 -0.2940 3.135 0.015 1.481
H -1.5842 -0.5492 1.7479 -0.632 -0.599 0.481
C -1.6821 1.0381 -1.2930 0.586 -4.652 0.543
H 2.7257 -1.5504 0.2851 -0.694 1.371 -0.876
H -1.8101 1.0561 1.1516 -1.084 2.295 0.940
F 2.9631 1.9628 0.4371 -0.301 -0.131 -0.295
```
Positions in Å, forces in eV/Å.

Properties
- HOMO (spin up / spin down) (eV) = -5.533 / -8.972
- ΔE to the lowest compared entry with this formula, charge and spin (kcal/mol) = 25.7
- 2S+1 = 3
- LUMO (spin up / spin down) (eV) = 0.77 / -2.06


The following is a quantum chemistry calculation of a structure of composition C6H12GdOP, from OMol25.

Structure (XYZ):
```
21
Properties=species:S:1:pos:R:3:forces:R:3
H 2.4040 2.6034 -2.9991 -0.477 -0.571 0.422
H -0.3401 0.1304 0.4627 -0.239 -0.198 -0.026
H 1.5871 0.7189 -3.5566 -0.100 0.357 0.505
H -0.3554 2.2158 1.5008 0.045 0.040 0.095
C -1.8276 -1.3053 1.0851 -0.752 -1.450 1.045
H -2.4861 -0.7681 1.7846 0.377 -0.577 -0.154
C -0.7320 -3.0465 -0.0419 1.304 1.180 -0.984
H 0.7724 2.4399 2.8666 -0.183 0.358 -0.343
C -1.1182 -0.5399 0.0641 2.461 -2.899 -2.440
C -0.2814 -1.9586 -0.7296 -2.191 1.879 1.665
O 1.5251 1.3561 1.3087 -1.146 1.615 0.204
C 0.6864 2.4327 1.7680 0.360 -1.012 0.320
H 0.9258 3.4295 1.3540 0.256 -0.479 0.116
C -1.5963 -2.6611 1.0578 -0.612 1.173 0.338
H -1.7205 -0.0099 -0.6910 0.075 -0.281 0.289
H 0.3313 -1.8480 -1.6262 -0.157 -0.248 0.422
P 1.5604 1.5836 -2.4036 -0.502 0.992 -2.219
H -1.9623 -3.4561 1.7226 -0.133 0.820 -0.100
Gd 2.7502 0.5470 -0.0684 1.649 -1.241 1.074
H 0.3145 2.2300 -2.6554 0.113 -0.093 -0.126
H -0.4373 -4.0941 -0.2030 -0.146 0.636 -0.105
```
Positions in Å, forces in eV/Å.

Properties
- HOMO (spin up / spin down) (eV) = -6.862 / -4.352
- ΔE to the lowest compared entry with this formula, charge and spin (kcal/mol) = 10.2
- 2S+1 = 8
- LUMO (spin up / spin down) (eV) = 0.24 / 0.42


The following is a quantum chemistry calculation of a cluster of 2 separate species, C6H12I2O4 in total, from OMol25.

Structure (XYZ):
```
24
Properties=species:S:1:pos:R:3:forces:R:3
H 0.9210 -2.1466 1.7456 -0.250 0.057 -0.033
C 0.2039 -1.6688 2.4197 -0.049 0.032 0.372
C -1.2827 -0.4257 -1.0077 -0.661 -0.274 0.521
I -3.1513 1.7205 -2.2338 -1.424 -0.163 3.078
H 0.7643 0.7530 -2.1253 -1.976 1.713 -0.377
H -1.0901 -0.7106 0.1271 -0.141 0.484 -2.587
O 0.7516 2.8408 -1.6811 2.967 -2.723 -1.678
C 2.1774 2.4659 -1.9542 5.195 -0.751 4.263
C 0.3130 -2.2555 3.8119 0.146 -0.140 0.146
H -2.3609 -0.8691 -1.2650 2.449 1.169 0.568
H -0.5314 -0.9667 -1.7400 -1.370 1.264 1.568
C -0.0118 1.6558 -2.1444 0.155 -0.971 0.927
H 2.4318 1.2427 -3.5034 0.508 2.141 0.099
O 2.6618 2.2259 -3.3481 -2.664 -1.251 3.367
H 0.4043 -0.5930 2.4304 0.228 0.000 0.028
H 0.0985 -3.3291 3.7948 0.097 0.145 -0.067
C -1.2556 1.2260 -1.1657 0.010 -0.798 -0.262
H -0.4182 -1.7954 4.4845 0.131 0.062 -0.025
H -1.7298 -1.4488 2.5046 0.289 -0.277 -0.299
I -0.9069 1.9469 -4.1598 3.559 -0.038 -0.992
H -1.3007 1.7980 -0.1436 0.322 -1.130 -2.156
H 1.3149 -2.1019 4.2225 -0.115 -0.011 0.033
O -1.1012 -1.8841 1.9034 -0.460 0.094 0.008
O 3.0979 2.3199 -0.9724 -6.945 1.365 -6.502
```
Positions in Å, forces in eV/Å.

Properties
- HOMO (eV) = -7.893
- ΔE to the lowest compared entry with this formula, charge and spin (kcal/mol) = 84.6
- LUMO (eV) = -0.68


The following is a quantum chemistry calculation of the ion C6H12N with charge +1, from OMol25.

Structure (XYZ):
```
19
Properties=species:S:1:pos:R:3:forces:R:3
N -1.0585 -0.4297 -0.1015 -3.295 -1.181 0.628
H 1.1544 1.9184 -1.4832 -0.913 -0.916 0.651
C 0.7658 0.8787 -1.2528 1.307 1.702 -1.453
H -3.2995 -0.6454 0.1423 -2.192 -4.102 -0.580
C 1.3347 0.2077 -0.0707 -0.122 -0.445 0.012
H -2.7369 0.4443 1.1229 1.076 0.648 1.405
H 2.8669 -1.1173 0.4170 3.926 0.377 0.949
H 1.8226 -1.8607 -0.7754 0.261 1.301 1.343
H 1.1437 2.0546 1.2013 -0.898 -1.369 -0.495
C -0.2228 0.7099 -0.1042 3.551 0.329 0.440
H -2.8812 0.7469 -0.5217 0.658 0.758 -0.897
H -0.7509 -1.2302 0.5404 -0.573 1.282 -0.818
H -0.9852 -0.7623 -1.0724 -0.506 -0.436 0.355
C 1.9071 -1.1668 0.1539 -4.039 -0.893 -4.157
H 0.6093 0.5348 1.9492 -0.214 -1.338 1.812
C 0.7882 0.9787 1.0352 0.311 3.468 -1.611
H 1.4057 -1.6850 0.9171 -0.818 -0.666 1.397
C -2.5567 0.0139 0.1779 2.707 1.777 -0.423
H 0.6933 0.4096 -2.2753 -0.227 -0.296 1.444
```
Positions in Å, forces in eV/Å.

Properties
- net charge = +1
- HOMO (eV) = -13.128
- ΔE to the lowest compared entry with this formula, charge and spin (kcal/mol) = 89.6
- LUMO (eV) = -3.29
- SMILES = C[NH2+][C@]12C[C@]1(C)C2


The following is a quantum chemistry calculation of a cluster of 2 separate species, C6H12N in total, from OMol25.

Structure (XYZ):
```
19
Properties=species:S:1:pos:R:3:forces:R:3
C 0.5513 -2.1137 0.1377 -0.156 0.094 0.131
H -1.0295 0.0316 -0.5585 -0.116 0.052 -0.137
C 0.3771 1.7832 -2.8477 -0.061 -0.292 -0.290
C -0.5346 -0.9016 2.0173 -0.129 0.418 -0.460
C 0.2516 0.7548 -2.0412 0.141 0.153 0.415
H 1.4349 -2.3291 -0.4470 -0.024 -0.057 -0.042
H -1.1486 1.6888 -0.8013 -0.108 -0.113 -0.134
H 1.0111 1.6789 -3.7170 -0.108 0.056 -0.078
H 1.5280 -0.7473 1.3877 0.101 -0.336 0.199
C 0.6050 -1.2914 1.1858 0.082 0.506 -0.297
N -0.5132 0.8879 -0.7830 -0.268 0.043 0.327
C -0.4456 0.0267 2.9674 -0.016 0.378 -0.027
H -0.1676 2.7088 -2.7221 0.145 0.131 0.133
H -1.2850 0.3371 3.5748 -0.121 -0.083 -0.122
H 0.0778 1.0165 0.0469 0.234 -0.062 -0.162
H 0.7012 -0.2213 -2.1365 0.127 0.062 -0.041
H -1.5108 -1.2753 1.7197 0.016 -0.456 0.372
H -0.3777 -2.6065 -0.1322 0.086 -0.169 0.035
H 0.4747 0.5718 3.1492 0.173 -0.326 0.178
```
Positions in Å, forces in eV/Å.

Properties
- net charge = +1
- HOMO (eV) = -12.937
- ΔE to the lowest compared entry with this formula, charge and spin (kcal/mol) = 48.4
- LUMO (eV) = -3.35